The molecule C6H9N. Source: OMol25; level of theory: ωB97M-V/def2-TZVPD.

Structure (XYZ):
```
16
Properties=species:S:1:pos:R:3
C 3.23469 0.48733 0.14566
C 1.94490 -0.10285 -0.21149
C 0.86973 -0.57201 -0.48908
C -0.49705 -1.01902 -0.78271
N -1.39272 -0.67158 0.31891
C -2.68901 -0.13782 -0.06098
C -1.63123 0.74830 0.48057
H 3.65951 1.04223 -0.69664
H 3.95538 -0.27807 0.44799
H 3.11066 1.18467 0.98026
H -0.81804 -0.55940 -1.73548
H -0.53253 -2.10509 -0.92157
H -3.52877 -0.44195 0.55856
H -2.90974 -0.04515 -1.12518
H -1.13800 1.42140 -0.22018
H -1.67345 1.09835 1.50874
```

Output
Total energy   -288.66510 Eh
LUMO level   1.070 eV
Charge   0
Energy above the lowest of the compared OMol25 structures with the same formula, charge and spin   307.0 kJ/mol
Structure (SMILES)   CC#CCN1CC1